A cluster of 2 separate species, C3H9N2OS in total, computed with ωB97M-V/def2-TZVPD.

Last column: Mulliken charge in e.
Atoms and positions in Å:
C 1.0719 0.3582 2.4625  0.0346
N 0.7089 -0.9156 2.1842  -0.1624
O 0.8206 1.3474 1.7718  -0.6111
H 1.7068 0.4736 3.3597  0.3149
H 1.0957 -1.6325 2.8076  0.1835
H 0.2374 -1.1590 1.2508  0.0259
C -0.5744 0.8361 -1.1493  -0.2012
C -1.3623 -0.4681 -1.1443  -0.6226
S -0.3724 -1.8363 -0.5285  -0.6840
N 0.6247 0.7580 -2.0108  -0.6531
H -0.2361 1.1004 -0.1289  0.0397
H -1.2313 1.6448 -1.5185  0.3171
H -1.7183 -0.6376 -2.1748  0.3060
H -2.2494 -0.4154 -0.4899  0.2258
H 0.3666 0.6258 -2.9504  0.2158
H 1.1116 -0.0798 -1.7413  0.2709

Computed properties:
**Orbital gap**: 6.7332 eV
**2S+1**: 1
**Total charge**: -1
**Energy above the lowest of the compared OMol25 structures with the same formula, charge and spin**: 127.1 kJ/mol
**Electronic energy**: -19121.2797 eV

A structure of composition C3H6N2, computed with ωB97M-V/def2-TZVPD.

Last column: Mulliken charge in e.
Atoms and positions in Å:
C 1.3831 -0.4019 -0.1245  -0.7766
N 0.2729 0.1709 0.6359  -0.2079
C -0.9210 0.7682 -0.1497  -0.8314
C -2.0340 -0.1067 -0.2616  0.3266
N -2.9526 -0.8225 -0.2794  -0.4434
H 1.0263 -1.2622 -0.7031  0.3183
H 2.1872 -0.7034 0.5517  0.2913
H 1.7647 0.3550 -0.8131  0.2973
H -0.0810 -0.4311 1.3730  0.2803
H -0.1043 1.2479 0.8480  0.4992
H -0.5414 1.1859 -1.0773  0.2463

Computed properties:
**Orbital gap**: 8.8415 eV
**2S+1**: 1
**Energy above the lowest of the compared OMol25 structures with the same formula, charge and spin**: 368.6 kJ/mol
**Electronic energy**: -6184.7245 eV

Repeat the first record exactly.
A cluster of 2 separate species, C3H9N2OS in total, computed with ωB97M-V/def2-TZVPD.

Last column: Mulliken charge in e.
Atoms and positions in Å:
C 1.0719 0.3582 2.4625  0.0346
N 0.7089 -0.9156 2.1842  -0.1624
O 0.8206 1.3474 1.7718  -0.6111
H 1.7068 0.4736 3.3597  0.3149
H 1.0957 -1.6325 2.8076  0.1835
H 0.2374 -1.1590 1.2508  0.0259
C -0.5744 0.8361 -1.1493  -0.2012
C -1.3623 -0.4681 -1.1443  -0.6226
S -0.3724 -1.8363 -0.5285  -0.6840
N 0.6247 0.7580 -2.0108  -0.6531
H -0.2361 1.1004 -0.1289  0.0397
H -1.2313 1.6448 -1.5185  0.3171
H -1.7183 -0.6376 -2.1748  0.3060
H -2.2494 -0.4154 -0.4899  0.2258
H 0.3666 0.6258 -2.9504  0.2158
H 1.1116 -0.0798 -1.7413  0.2709

Computed properties:
**Orbital gap**: 6.7332 eV
**2S+1**: 1
**Total charge**: -1
**Energy above the lowest of the compared OMol25 structures with the same formula, charge and spin**: 127.1 kJ/mol
**Electronic energy**: -19121.2797 eV